1 | The following is a quantum chemistry calculation of a 18-piece molecular cluster, C36H108O18 overall, from the Open Molecules 2025 dataset.

Values from the calculation:
charge = 0
highest occupied orbital energy = -9.74 eV
2S+1 = 1

XYZ file:
```
162
Properties=species:S:1:pos:R:3:lowdin_charge:R:1
C -3.805 5.368 0.570 -0.055
C -4.217 3.886 0.926 -0.283
O -3.013 3.179 1.101 -0.137
H -4.604 5.917 0.036 0.072
H -2.886 5.378 -0.005 0.052
H -3.625 5.905 1.487 0.054
H -4.904 3.427 0.217 0.094
H -4.737 3.829 1.935 0.118
H -3.174 2.257 0.769 0.058
C 1.947 5.270 -1.155 -0.096
C 1.248 5.023 0.136 -0.262
O 0.055 4.198 -0.115 -0.115
H 2.236 4.338 -1.546 0.028
H 2.855 5.949 -1.065 0.107
H 1.268 5.776 -1.857 0.086
H 0.983 6.025 0.563 0.125
H 1.907 4.478 0.849 0.105
H 0.154 3.372 0.419 0.062
C -1.153 -2.733 3.741 -0.065
C -0.751 -2.988 5.135 -0.329
O -0.539 -1.754 5.792 -0.044
H -1.207 -3.653 3.197 0.043
H -0.465 -2.058 3.223 0.091
H -2.124 -2.244 3.731 0.061
H 0.109 -3.630 5.130 0.078
H -1.526 -3.553 5.610 0.113
H -0.587 -1.874 6.717 0.064
C 2.214 -2.916 -0.004 -0.091
C 3.419 -2.029 0.144 -0.280
O 3.247 -1.076 1.225 -0.103
H 1.392 -2.417 -0.522 0.046
H 1.818 -3.179 0.989 0.067
H 2.475 -3.860 -0.509 0.087
H 3.654 -1.541 -0.854 0.124
H 4.283 -2.619 0.335 0.091
H 3.814 -0.300 1.212 0.036
C 5.632 2.410 -1.622 -0.097
C 4.514 2.037 -0.681 -0.295
O 5.023 1.207 0.393 -0.116
H 6.413 2.922 -1.080 0.061
H 5.158 3.125 -2.324 0.078
H 6.179 1.628 -2.200 0.089
H 3.776 1.469 -1.200 0.082
H 4.053 3.015 -0.376 0.116
H 5.830 1.657 0.791 0.119
C -0.803 4.221 5.260 -0.062
C -1.830 3.832 4.161 -0.218
O -1.086 4.062 2.911 -0.134
H -0.027 3.506 5.299 0.016
H -1.294 4.267 6.200 0.060
H -0.342 5.192 5.052 0.087
H -2.692 4.469 4.199 0.099
H -2.110 2.776 4.248 0.109
H -1.578 3.615 2.199 0.042
C -5.026 -0.152 -2.035 -0.064
C -4.180 0.945 -1.386 -0.306
O -4.003 0.986 0.019 -0.102
H -6.075 -0.139 -1.737 0.080
H -4.629 -1.124 -1.769 0.056
H -4.849 0.006 -3.118 0.087
H -4.515 1.945 -1.726 0.108
H -3.143 0.874 -1.848 0.104
H -4.251 0.156 0.489 0.096
C 3.709 1.034 -4.970 -0.080
C 2.591 1.254 -3.959 -0.305
O 2.760 2.502 -3.300 -0.097
H 3.442 0.281 -5.699 0.054
H 4.640 0.725 -4.520 0.062
H 3.858 1.975 -5.437 0.064
H 2.629 0.331 -3.270 0.124
H 1.670 1.264 -4.533 0.085
H 1.894 2.937 -3.346 0.065
C 1.726 1.624 4.091 -0.057
C 1.895 1.936 2.605 -0.222
O 0.573 2.268 2.045 -0.157
H 2.682 1.292 4.555 0.084
H 0.928 0.909 4.225 0.071
H 1.420 2.504 4.741 0.069
H 2.221 1.064 2.028 0.093
H 2.584 2.746 2.348 0.106
H 0.297 3.026 2.602 0.053
C 3.120 -2.788 -5.620 -0.072
C 3.731 -4.166 -5.882 -0.322
O 3.259 -4.872 -7.006 -0.056
H 3.842 -2.131 -5.100 0.076
H 2.233 -2.875 -4.960 0.057
H 2.858 -2.330 -6.537 0.060
H 3.647 -4.770 -5.022 0.091
H 4.760 -3.989 -6.028 0.095
H 2.370 -5.176 -6.799 0.086
C 1.408 -6.039 2.846 -0.074
C 0.275 -5.657 1.862 -0.278
O -1.015 -6.043 2.447 -0.133
H 2.398 -5.838 2.403 0.076
H 1.356 -7.049 3.188 0.064
H 1.403 -5.345 3.692 0.053
H 0.440 -6.212 0.926 0.116
H 0.268 -4.597 1.685 0.067
H -1.019 -5.666 3.389 0.098
C -1.287 -2.802 -3.037 -0.089
C -0.523 -4.015 -2.571 -0.301
O 0.402 -4.387 -3.604 -0.106
H -0.656 -1.925 -3.210 0.057
H -1.986 -2.400 -2.307 0.044
H -1.825 -2.987 -4.028 0.104
H -1.158 -4.875 -2.364 0.114
H 0.076 -3.774 -1.693 0.084
H 1.307 -4.118 -3.334 0.074
C -0.306 1.826 -7.212 -0.106
C -0.535 0.611 -6.386 -0.338
O 0.650 -0.200 -6.315 -0.094
H -0.002 1.530 -8.236 0.085
H 0.457 2.531 -6.770 0.096
H -1.261 2.327 -7.311 0.067
H -1.358 0.014 -6.824 0.120
H -0.829 0.986 -5.366 0.103
H 0.357 -1.013 -5.888 0.071
C -2.468 3.206 -3.937 -0.043
C -1.464 4.030 -3.109 -0.324
O -0.476 3.196 -2.593 -0.084
H -2.878 2.507 -3.181 0.056
H -1.889 2.766 -4.728 0.040
H -3.202 3.877 -4.320 0.066
H -1.934 4.622 -2.289 0.114
H -1.012 4.845 -3.686 0.105
H -0.328 3.406 -1.686 0.006
C -4.884 0.733 4.536 -0.056
C -3.916 -0.417 4.148 -0.282
O -3.666 -0.520 2.763 -0.127
H -5.901 0.435 4.390 0.065
H -4.588 1.652 3.992 0.074
H -4.839 1.044 5.529 0.042
H -4.454 -1.340 4.379 0.113
H -3.000 -0.374 4.733 0.106
H -2.754 -0.252 2.484 0.073
C -3.041 -3.670 0.640 -0.080
C -4.459 -3.579 1.199 -0.281
O -4.884 -2.228 1.014 -0.102
H -2.981 -3.283 -0.401 0.072
H -2.653 -4.669 0.708 0.062
H -2.433 -3.053 1.231 0.022
H -4.417 -3.937 2.234 0.113
H -5.072 -4.252 0.626 0.102
H -4.509 -1.668 1.722 0.032
C -0.198 0.348 -0.556 -0.053
C -0.600 -0.569 0.571 -0.327
O -1.156 0.054 1.670 -0.087
H 0.570 1.068 -0.210 0.069
H -0.943 1.104 -0.892 0.071
H 0.155 -0.283 -1.408 0.081
H 0.277 -1.105 0.896 0.085
H -1.317 -1.330 0.194 0.113
H -0.547 0.799 1.850 0.068
C 3.079 -2.504 5.397 -0.075
C 4.128 -2.085 4.308 -0.328
O 4.501 -3.131 3.459 -0.086
H 2.536 -1.723 5.942 0.056
H 3.591 -3.205 6.164 0.093
H 2.248 -3.123 4.951 0.053
H 5.025 -1.632 4.797 0.112
H 3.724 -1.345 3.605 0.086
H 4.746 -3.924 3.953 0.085
```

=====

2 | The following is a quantum chemistry calculation of a 18-piece molecular cluster, C36H108O18 overall, from the Open Molecules 2025 dataset.

Values from the calculation:
charge = 0
highest occupied orbital energy = -9.22 eV
2S+1 = 1

XYZ file:
```
162
Properties=species:S:1:pos:R:3:lowdin_charge:R:1
C 18.394 6.930 14.655 -0.067
C 18.284 8.119 13.695 -0.288
O 16.915 8.232 13.384 -0.104
H 18.123 6.003 14.150 0.082
H 17.748 7.020 15.528 0.057
H 19.417 6.891 15.027 0.059
H 18.869 7.883 12.806 0.113
H 18.654 9.016 14.193 0.102
H 16.745 9.092 12.994 0.027
C 20.583 10.675 12.367 -0.083
C 21.262 11.592 13.332 -0.288
O 22.690 11.334 13.329 -0.078
H 20.909 10.864 11.344 0.056
H 19.499 10.782 12.404 0.063
H 20.818 9.623 12.528 0.076
H 20.908 11.458 14.354 0.088
H 20.948 12.589 13.024 0.096
H 22.909 10.833 14.118 0.030
C 10.924 9.641 14.136 -0.084
C 10.518 11.100 13.932 -0.307
O 9.866 11.118 12.699 -0.088
H 11.606 9.228 13.392 0.059
H 10.073 8.961 14.157 0.070
H 11.429 9.523 15.095 0.042
H 11.393 11.749 13.890 0.091
H 9.922 11.427 14.784 0.112
H 10.530 11.165 12.007 0.032
C 9.884 10.749 9.239 -0.073
C 11.380 10.436 9.317 -0.281
O 11.867 10.605 10.658 -0.109
H 9.725 11.760 9.614 0.076
H 9.284 10.120 9.896 0.059
H 9.463 10.763 8.233 0.075
H 11.837 11.052 8.543 0.103
H 11.639 9.396 9.119 0.102
H 12.673 10.090 10.742 0.016
C 14.975 8.504 9.171 -0.060
C 14.140 8.077 10.362 -0.291
O 14.022 9.165 11.254 -0.106
H 14.599 9.350 8.596 0.080
H 14.973 7.650 8.493 0.081
H 16.033 8.647 9.392 0.065
H 14.502 7.197 10.894 0.107
H 13.166 7.688 10.065 0.113
H 14.885 9.544 11.437 0.066
C 13.165 13.780 11.789 -0.071
C 13.728 15.212 11.925 -0.284
O 12.851 16.123 11.229 -0.083
H 12.964 13.461 10.766 0.067
H 12.168 13.739 12.227 0.073
H 13.870 13.051 12.189 0.051
H 14.734 15.338 11.523 0.093
H 13.751 15.451 12.988 0.086
H 11.999 16.100 11.672 0.076
C 15.714 12.876 9.048 -0.054
C 16.662 13.521 8.037 -0.280
O 16.695 12.629 6.936 -0.086
H 16.112 11.963 9.490 0.069
H 14.713 12.691 8.658 0.082
H 15.398 13.508 9.878 0.052
H 17.694 13.669 8.355 0.085
H 16.307 14.468 7.630 0.117
H 17.300 13.046 6.319 0.096
C 9.558 7.736 11.567 -0.086
C 9.537 6.449 12.456 -0.307
O 8.764 5.430 11.846 -0.070
H 8.648 8.321 11.702 0.074
H 9.653 7.545 10.498 0.070
H 10.474 8.295 11.756 0.041
H 9.390 6.652 13.516 0.101
H 10.579 6.131 12.468 0.094
H 7.839 5.568 12.064 0.081
C 20.430 15.127 8.615 -0.069
C 20.994 13.750 8.684 -0.325
O 20.694 13.033 9.846 -0.086
H 20.548 15.549 7.617 0.086
H 20.964 15.776 9.310 0.083
H 19.395 15.149 8.957 0.053
H 22.070 13.839 8.534 0.120
H 20.711 13.089 7.865 0.110
H 21.506 12.655 10.191 0.097
C 15.587 15.411 15.259 -0.059
C 15.518 14.273 16.303 -0.259
O 16.638 13.394 16.208 -0.120
H 16.415 16.078 15.498 0.071
H 14.649 15.964 15.212 0.074
H 15.919 15.028 14.295 0.053
H 14.586 13.713 16.224 0.105
H 15.583 14.684 17.311 0.116
H 16.278 12.546 16.477 0.032
C 20.780 13.547 17.039 -0.071
C 19.837 14.014 15.882 -0.302
O 18.805 14.863 16.397 -0.098
H 21.563 12.856 16.726 0.054
H 20.176 13.155 17.857 0.067
H 21.351 14.325 17.545 0.065
H 19.384 13.136 15.422 0.084
H 20.330 14.600 15.107 0.101
H 18.053 14.273 16.477 0.007
C 12.411 11.521 17.572 -0.060
C 12.626 10.015 17.883 -0.352
O 11.499 9.348 17.494 -0.069
H 12.416 11.672 16.493 0.054
H 13.225 12.079 18.034 0.056
H 11.455 11.876 17.958 0.079
H 12.799 9.926 18.956 0.110
H 13.498 9.620 17.361 0.085
H 11.466 8.526 17.990 0.097
C 20.023 9.701 8.302 -0.083
C 18.722 10.313 8.756 -0.314
O 17.781 10.055 7.727 -0.085
H 20.873 9.676 8.983 0.063
H 20.355 10.170 7.376 0.073
H 19.945 8.652 8.017 0.075
H 18.777 11.380 8.971 0.088
H 18.306 9.794 9.620 0.102
H 17.355 10.900 7.565 0.029
C 18.801 14.779 12.491 -0.051
C 17.809 14.183 11.477 -0.296
O 18.129 12.859 11.124 -0.105
H 18.804 14.205 13.417 0.054
H 18.503 15.806 12.700 0.084
H 19.808 14.832 12.076 0.069
H 17.823 14.772 10.559 0.097
H 16.809 14.219 11.907 0.087
H 18.990 12.927 10.706 0.035
C 20.856 9.516 17.013 -0.075
C 21.957 8.745 16.272 -0.309
O 22.761 9.694 15.665 -0.073
H 20.307 10.221 16.389 0.053
H 21.328 10.172 17.744 0.072
H 20.159 8.895 17.576 0.068
H 21.549 8.059 15.530 0.102
H 22.497 8.099 16.965 0.117
H 23.517 9.717 16.256 0.106
C 13.110 6.642 15.071 -0.085
C 13.891 6.311 13.801 -0.290
O 15.262 6.159 14.195 -0.095
H 12.060 6.687 14.784 0.057
H 13.357 7.614 15.499 0.055
H 13.242 5.899 15.858 0.074
H 13.699 7.136 13.115 0.089
H 13.553 5.374 13.358 0.111
H 15.743 6.953 13.950 0.014
C 14.705 10.775 13.977 -0.039
C 16.017 11.533 13.575 -0.206
O 16.600 10.789 12.436 -0.111
H 14.354 11.204 14.916 0.063
H 14.941 9.729 14.176 0.066
H 13.970 10.892 13.180 0.059
H 16.712 11.573 14.415 0.089
H 15.782 12.569 13.330 0.088
H 17.183 11.372 11.945 0.038
C 16.490 8.888 17.431 -0.073
C 16.976 10.316 17.463 -0.291
O 15.855 11.171 17.658 -0.094
H 16.060 8.648 16.459 0.068
H 15.741 8.705 18.202 0.078
H 17.340 8.233 17.620 0.071
H 17.601 10.572 16.607 0.107
H 17.629 10.348 18.335 0.113
H 15.585 11.085 18.576 0.102
```

=====

Result of the stability comparison: 2 is the most stable of them.

=====

1 | The following is a quantum chemistry calculation of C3HNO2 as an isolated structure, from the Open Molecules 2025 dataset.

Values from the calculation:
charge = 0
highest occupied orbital energy = -10.06 eV
2S+1 = 1

XYZ file:
```
7
Properties=species:S:1:pos:R:3:lowdin_charge:R:1
O -1.858 -0.365 -0.597 0.055
C -0.927 -0.301 0.291 -0.067
C 0.286 0.533 -0.078 -0.380
O 0.163 1.661 -0.484 0.153
C 1.597 -0.080 0.190 -0.110
N 2.617 -0.594 0.375 0.190
H -2.003 -0.902 0.452 0.159
```

=====

2 | The following is a quantum chemistry calculation of C3HNO2 as an isolated structure, from the Open Molecules 2025 dataset.

Values from the calculation:
charge = 0
highest occupied orbital energy = -9.98 eV
2S+1 = 1

XYZ file:
```
7
Properties=species:S:1:pos:R:3:lowdin_charge:R:1
C -0.202 -0.128 0.143 0.065
C -0.578 -0.181 2.055 -0.139
C -1.856 -0.677 1.321 -0.421
N -1.260 -0.804 0.023 0.076
O 0.047 -0.374 3.020 0.171
O -2.990 -0.716 1.643 0.169
H 0.497 0.209 -0.591 0.079
```

=====

Result of the stability comparison: 2 is the most stable of them.